Here is 8 unconnected molecules or ions with the total composition C36H78BrF3N2O8 at a distorted geometry from the Open Molecules 2025 dataset. Energies are from ωB97M-V/def2-TZVPD.

Element x y z (Å)
1 C 4.055 -0.721 0.123
2 C 2.474 -0.471 0.252
3 C 1.622 -1.586 1.001
4 Br 2.435 -2.186 2.766
5 C 1.015 -2.816 0.132
6 C 0.673 -3.853 1.358
7 N 0.161 -4.815 1.904
8 C -0.349 -2.272 -0.568
9 C -1.474 -3.374 -0.865
10 C -2.936 -2.736 -0.482
11 C -3.181 -2.628 1.109
12 C -3.268 -1.380 -1.304
13 C 1.975 -3.502 -0.940
14 C 2.385 -2.539 -2.199
15 N 2.552 -1.653 -3.016
16 C 3.431 -3.982 -0.358
17 O 4.463 -3.702 -1.365
18 C 5.767 -4.149 -0.898
19 C 1.411 -4.789 -1.725
20 F 0.592 -5.689 -1.027
21 F 2.461 -5.601 -2.314
22 F 0.697 -4.285 -2.890
23 H 4.554 0.330 0.131
24 H 4.528 -1.328 0.970
25 H 4.364 -1.194 -0.881
26 H 1.947 -0.255 -0.764
27 H 2.350 0.518 0.852
28 H 0.690 -1.019 1.408
29 H -0.142 -1.736 -1.581
30 H -0.887 -1.457 0.065
31 H -1.581 -3.666 -1.986
32 H -1.410 -4.352 -0.285
33 H -3.699 -3.528 -0.866
34 H -2.604 -3.450 1.694
35 H -2.885 -1.612 1.554
36 H -4.322 -2.771 1.286
37 H -3.146 -0.492 -0.563
38 H -4.291 -1.373 -1.814
39 H -2.415 -1.245 -2.077
40 H 3.762 -3.408 0.571
41 H 3.421 -5.107 -0.055
42 H 5.921 -4.092 0.238
43 H 5.942 -5.223 -1.327
44 H 6.548 -3.484 -1.442
45 C -4.769 2.742 -3.616
46 C -5.388 2.227 -2.326
47 C -5.860 3.371 -1.443
48 O -4.427 1.446 -1.618
49 H -3.893 3.365 -3.408
50 H -4.424 1.909 -4.236
51 H -5.488 3.332 -4.191
52 H -6.232 1.571 -2.560
53 H -5.021 4.016 -1.158
54 H -6.291 2.988 -0.515
55 H -6.611 3.979 -1.952
56 H -3.675 2.018 -1.407
57 C -5.263 5.683 1.884
58 C -6.567 5.931 1.142
59 C -7.447 6.923 1.885
60 O -7.267 4.698 0.988
61 H -5.454 5.259 2.876
62 H -4.645 4.959 1.345
63 H -4.695 6.609 2.004
64 H -6.352 6.311 0.138
65 H -7.713 6.543 2.877
66 H -8.386 7.083 1.346
67 H -6.943 7.886 2.005
68 H -7.462 4.354 1.871
69 C 9.726 -1.638 -0.587
70 C 9.830 -3.155 -0.622
71 C 11.237 -3.606 -0.981
72 O 8.908 -3.670 -1.580
73 H 9.958 -1.208 -1.567
74 H 8.707 -1.328 -0.339
75 H 10.411 -1.213 0.152
76 H 9.550 -3.565 0.353
77 H 11.521 -3.244 -1.974
78 H 11.293 -4.697 -1.014
79 H 11.966 -3.239 -0.254
80 H 9.147 -3.313 -2.447
81 C 5.756 -6.180 -5.083
82 C 7.011 -6.041 -4.235
83 C 8.133 -6.925 -4.756
84 O 6.713 -6.398 -2.887
85 H 5.385 -7.210 -5.065
86 H 4.955 -5.548 -4.690
87 H 5.948 -5.896 -6.121
88 H 7.337 -4.997 -4.230
89 H 7.844 -7.980 -4.727
90 H 9.024 -6.824 -4.130
91 H 8.396 -6.663 -5.785
92 H 6.422 -7.321 -2.880
93 C -6.074 8.644 5.969
94 C -7.504 8.563 5.458
95 C -8.488 9.119 6.475
96 O -7.830 7.203 5.178
97 H -5.952 8.056 6.885
98 H -5.379 8.230 5.233
99 H -5.787 9.678 6.178
100 H -7.591 9.118 4.520
101 H -8.450 8.549 7.409
102 H -9.512 9.044 6.100
103 H -8.273 10.168 6.699
104 H -7.756 6.702 6.003
105 C -10.818 12.591 6.329
106 C -11.436 12.080 7.621
107 C -11.906 13.228 8.502
108 O -10.474 11.302 8.331
109 H -9.942 13.215 6.534
110 H -10.474 11.757 5.711
111 H -11.538 13.179 5.753
112 H -12.280 11.424 7.391
113 H -11.067 13.874 8.783
114 H -12.337 12.846 9.432
115 H -12.658 13.835 7.991
116 H -9.722 11.874 8.539
117 C 8.256 -10.735 -6.213
118 C 9.669 -10.193 -6.068
119 C 10.697 -11.172 -6.613
120 O 9.940 -9.939 -4.691
121 H 8.136 -11.668 -5.652
122 H 7.529 -10.027 -5.807
123 H 8.011 -10.925 -7.262
124 H 9.753 -9.239 -6.598
125 H 10.662 -12.120 -6.066
126 H 11.709 -10.774 -6.491
127 H 10.526 -11.375 -7.674
128 H 9.868 -10.778 -4.214

Output
* orbital gap: 10.06 eV
* spin multiplicity: 1
* E_tot: -5003.259972 hartree
* E_HOMO: -9.61 eV

Here is a molecular structure, C36H79FN3O24S5V at a distorted geometry from the Open Molecules 2025 dataset. Energies are from ωB97M-V/def2-TZVPD.

Element x y z (Å)
1 C -3.044 3.953 -1.897
2 C -1.635 3.743 -1.371
3 N -1.354 4.155 0.117
4 C 0.141 3.948 0.360
5 C -1.710 5.618 0.426
6 C -1.158 6.597 -0.587
7 C -2.145 3.094 0.962
8 C -2.048 3.068 2.555
9 O -2.454 4.393 2.971
10 C -2.286 4.682 4.367
11 H -3.064 3.543 -2.907
12 H -3.363 4.994 -1.855
13 H -3.783 3.314 -1.414
14 H -0.960 4.411 -1.905
15 H -1.337 2.701 -1.487
16 H 0.525 2.948 0.160
17 H 0.307 4.066 1.431
18 H 0.752 4.657 -0.200
19 H -1.178 5.939 1.321
20 H -2.776 5.675 0.646
21 H -0.975 7.544 -0.080
22 H -1.834 6.803 -1.416
23 H -0.154 6.387 -0.955
24 H -1.846 2.116 0.586
25 H -3.173 3.225 0.625
26 H -0.990 2.933 2.778
27 H -2.553 2.307 3.150
28 H -1.279 4.360 4.631
29 H -2.913 4.100 5.042
30 H -2.292 5.735 4.651
31 V 1.941 -0.852 2.057
32 N 2.067 2.150 3.484
33 O 2.580 1.711 4.424
34 O 1.759 1.468 2.554
35 O 1.933 3.366 3.427
36 N 0.582 0.045 -0.428
37 O -0.202 0.307 -1.316
38 O 1.821 0.060 -0.518
39 O 0.206 -0.190 0.706
40 F -4.449 0.988 0.430
41 C -4.374 -0.273 0.744
42 C -3.320 -0.989 0.246
43 C -3.226 -2.368 0.517
44 C -4.204 -2.936 1.419
45 C -5.181 -2.163 1.923
46 C -5.298 -0.895 1.492
47 H -2.593 -0.516 -0.397
48 H -2.412 -2.960 0.127
49 H -4.162 -3.942 1.809
50 H -5.851 -2.591 2.655
51 H -6.087 -0.309 1.940
52 C -1.185 -4.545 2.756
53 S 0.413 -4.320 1.898
54 O 0.812 -2.835 2.087
55 C 1.451 -5.225 3.195
56 H -1.919 -3.830 2.384
57 H -1.194 -4.396 3.836
58 H -1.522 -5.570 2.601
59 H 1.659 -6.270 2.963
60 H 1.009 -5.086 4.182
61 H 2.436 -4.762 3.251
62 C 4.428 -3.009 -1.476
63 S 4.094 -3.041 0.346
64 O 2.815 -2.245 0.621
65 C 3.737 -4.870 0.346
66 H 4.788 -2.030 -1.794
67 H 3.545 -3.283 -2.052
68 H 5.291 -3.630 -1.717
69 H 3.887 -5.308 1.333
70 H 4.453 -5.285 -0.364
71 H 2.722 -5.061 -0.005
72 C 4.262 2.325 0.501
73 S 4.950 0.971 1.511
74 O 3.852 0.020 1.947
75 C 5.770 0.063 0.115
76 H 3.638 3.007 1.078
77 H 3.679 1.998 -0.360
78 H 5.084 2.995 0.246
79 H 6.296 0.785 -0.509
80 H 4.943 -0.348 -0.464
81 H 6.429 -0.747 0.426
82 C -2.001 -1.170 4.342
83 S -0.352 -0.846 5.020
84 O 0.661 -1.039 3.892
85 C -0.468 0.939 5.359
86 H -2.146 -0.597 3.426
87 H -2.727 -0.740 5.032
88 H -2.129 -2.231 4.126
89 H -1.463 1.198 5.721
90 H -0.215 1.467 4.439
91 H 0.297 1.245 6.073
92 C 3.465 -1.678 6.010
93 S 4.078 -2.513 4.537
94 O 3.104 -2.039 3.413
95 C 5.544 -1.418 4.429
96 H 3.262 -0.611 5.918
97 H 4.165 -1.793 6.837
98 H 2.555 -2.123 6.412
99 H 6.139 -1.669 3.550
100 H 6.151 -1.475 5.333
101 H 5.268 -0.366 4.348
102 C -6.605 1.753 -2.883
103 O -5.687 0.767 -2.548
104 C -4.542 0.678 -3.324
105 O -4.194 1.508 -4.116
106 O -3.910 -0.428 -2.911
107 C -2.575 -0.725 -3.300
108 H -6.085 2.669 -3.164
109 H -7.224 1.959 -2.010
110 H -7.271 1.485 -3.703
111 H -2.439 -0.979 -4.351
112 H -1.960 -1.504 -2.849
113 H -1.973 0.184 -3.286
114 C 0.358 -3.275 -1.683
115 O 0.002 -4.426 -2.453
116 C -0.829 -5.360 -1.957
117 O -1.324 -5.200 -0.800
118 O -1.128 -6.289 -2.850
119 C -1.855 -7.440 -2.549
120 H 0.437 -2.360 -2.270
121 H 1.351 -3.368 -1.242
122 H -0.364 -2.964 -0.928
123 H -2.862 -7.291 -2.160
124 H -1.285 -7.942 -1.768
125 H -1.875 -7.935 -3.520
126 C 2.112 1.415 -3.897
127 O 1.888 2.757 -4.214
128 C 1.951 3.798 -3.313
129 O 2.054 3.712 -2.069
130 O 1.977 4.938 -4.049
131 C 1.914 6.170 -3.442
132 H 2.169 0.805 -4.798
133 H 1.235 1.193 -3.289
134 H 3.041 1.383 -3.329
135 H 0.900 6.531 -3.613
136 H 2.615 6.933 -3.782
137 H 2.051 6.091 -2.364
138 C -1.346 -0.264 -6.773
139 O -0.072 -0.953 -6.931
140 C 0.330 -1.688 -5.869
141 O -0.362 -1.947 -4.857
142 O 1.549 -1.995 -6.037
143 C 2.396 -2.714 -5.121
144 H -2.191 -0.946 -6.681
145 H -1.522 0.357 -7.651
146 H -1.386 0.338 -5.865
147 H 2.132 -2.474 -4.091
148 H 3.381 -2.293 -5.325
149 H 2.267 -3.796 -5.111

Output
* net charge: +1
* orbital gap (alpha / beta): 6.46 / 8.30 eV
* spin multiplicity: 4
* E_tot: -6423.283418 hartree
* E_HOMO (alpha / beta): -8.04 / -9.88 eV

Here is a molecular structure, C36H80BeClN5O8 at a distorted geometry from the Open Molecules 2025 dataset. Energies are from ωB97M-V/def2-TZVPD.

Element x y z (Å)
1 Be 0.941 -1.587 -4.259
2 N -4.737 -1.254 -0.658
3 H -3.915 -1.326 -0.063
4 H -5.393 -0.539 -0.333
5 H -5.334 -2.072 -0.740
6 H -4.433 -1.018 -1.598
7 Cl -0.758 -0.849 -0.690
8 O -0.242 -0.599 -2.019
9 O -1.376 -2.127 -0.885
10 O 0.355 -0.848 0.187
11 O -1.654 0.175 -0.314
12 C -8.136 -1.656 1.274
13 C -7.546 -0.505 2.193
14 C -7.154 -1.295 3.507
15 C -6.491 -0.473 4.566
16 C -5.272 0.060 3.924
17 C -5.383 0.861 2.599
18 N -6.278 0.077 1.693
19 O -6.459 0.717 0.446
20 C -5.947 2.248 2.904
21 C -3.990 0.984 1.920
22 C -8.706 0.403 2.477
23 H -8.444 -1.445 0.250
24 H -9.006 -2.067 1.789
25 H -7.536 -2.571 1.279
26 H -8.002 -1.901 3.837
27 H -6.475 -2.145 3.376
28 H -6.237 -1.146 5.384
29 H -7.140 0.350 4.871
30 H -4.534 -0.745 3.909
31 H -4.987 0.728 4.744
32 H -6.810 2.069 3.544
33 H -5.271 2.982 3.339
34 H -6.315 2.767 2.014
35 H -3.699 -0.059 1.791
36 H -4.112 1.570 1.012
37 H -3.291 1.395 2.647
38 H -9.592 -0.193 2.695
39 H -8.968 1.058 1.646
40 H -8.542 0.953 3.404
41 H -6.786 1.588 0.710
42 C 2.730 2.877 -5.278
43 C 2.348 1.455 -5.784
44 C 3.063 1.081 -7.157
45 C 4.526 0.776 -6.989
46 C 4.681 -0.350 -5.981
47 C 4.127 -0.028 -4.592
48 N 2.751 0.437 -4.723
49 O 1.978 0.370 -3.547
50 C 4.110 -1.336 -3.905
51 C 4.957 0.942 -3.785
52 C 0.870 1.317 -6.096
53 H 3.715 3.220 -5.598
54 H 2.895 2.869 -4.197
55 H 2.042 3.702 -5.458
56 H 2.619 0.177 -7.572
57 H 3.043 1.977 -7.776
58 H 5.162 1.607 -6.681
59 H 4.815 0.500 -8.004
60 H 5.718 -0.654 -5.831
61 H 4.227 -1.228 -6.446
62 H 3.485 -2.081 -4.409
63 H 5.117 -1.740 -3.792
64 H 3.759 -1.328 -2.870
65 H 5.898 0.463 -3.516
66 H 5.202 1.829 -4.368
67 H 4.374 1.188 -2.897
68 H 0.583 2.053 -6.846
69 H 0.176 1.472 -5.266
70 H 0.600 0.294 -6.371
71 H 2.244 1.168 -3.060
72 C 4.148 3.416 -0.442
73 C 2.742 3.817 -0.011
74 C 2.714 5.389 0.248
75 C 1.257 5.924 0.337
76 C 0.520 5.587 -0.939
77 C 0.438 4.064 -1.234
78 N 1.783 3.441 -1.089
79 O 1.745 2.083 -1.412
80 C -0.655 3.452 -0.262
81 C 0.049 3.860 -2.687
82 C 2.273 3.041 1.277
83 H 4.525 2.629 0.216
84 H 4.934 4.162 -0.321
85 H 4.188 3.014 -1.453
86 H 3.242 5.666 1.160
87 H 3.245 5.826 -0.599
88 H 1.143 6.980 0.583
89 H 0.838 5.460 1.233
90 H 0.769 6.190 -1.813
91 H -0.536 5.806 -0.763
92 H -0.295 2.640 0.368
93 H -1.043 4.261 0.354
94 H -1.495 3.157 -0.891
95 H 0.826 4.302 -3.313
96 H 0.020 2.807 -2.971
97 H -0.924 4.291 -2.922
98 H 1.371 3.401 1.777
99 H 2.867 3.302 2.159
100 H 2.309 1.963 1.127
101 H 1.203 1.788 -0.664
102 C 1.631 -6.680 2.001
103 C 2.365 -5.859 3.156
104 C 3.785 -5.539 2.586
105 C 4.730 -4.435 3.167
106 C 3.812 -3.186 3.138
107 C 2.372 -3.347 3.677
108 N 1.656 -4.552 3.204
109 O 0.395 -4.537 3.784
110 C 2.477 -3.108 5.218
111 C 1.665 -2.127 3.004
112 C 2.278 -6.681 4.434
113 H 2.356 -7.457 1.744
114 H 0.753 -7.236 2.332
115 H 1.366 -6.217 1.052
116 H 4.337 -6.483 2.597
117 H 3.742 -5.342 1.513
118 H 5.011 -4.794 4.158
119 H 5.602 -4.458 2.517
120 H 3.666 -2.949 2.082
121 H 4.240 -2.318 3.640
122 H 1.656 -3.573 5.768
123 H 2.617 -2.055 5.448
124 H 3.305 -3.658 5.674
125 H 1.400 -2.476 2.008
126 H 2.270 -1.221 2.976
127 H 0.766 -1.819 3.540
128 H 2.621 -7.699 4.262
129 H 2.831 -6.148 5.210
130 H 1.244 -6.681 4.782
131 H 0.685 -4.682 4.696

Output
* net charge: +2
* orbital gap: 1.74 eV
* ΔE to the lowest compared entry with this formula, charge and spin: 47.95 kcal/mol
* spin multiplicity: 1
* E_tot: -2769.055668 hartree
* E_HOMO: -11.77 eV